1.
C39H36BIrN7OPS as an isolated structure, computed with ωB97M-V/def2-TZVPD.

Last column: Mulliken charge in e.
CARTESIAN COORDINATES (ANGSTROEM)
Ir: 0.604 0.467 0.068  2.98
S: 0.816 -2.987 -0.217  0.37
P: 0.531 0.329 2.364  0.99
O: 0.256 -1.566 -0.386  -1.04
N: 0.539 1.609 -2.758  0.07
N: 0.310 2.531 0.222  0.78
N: 2.588 -0.159 0.632  -0.92
N: 1.308 0.877 -1.929  -0.09
N: -1.674 1.486 -1.602  0.28
N: -0.056 3.186 -0.915  -0.14
N: -1.323 0.612 -0.637  0.21
C: -1.180 1.330 4.352  -0.73
C: 2.038 1.070 4.533  -0.99
C: -3.268 0.267 4.895  -0.69
C: 3.347 -3.254 2.601  -0.73
C: -1.504 -6.179 -0.849  -0.80
C: 1.468 -1.216 2.545  0.70
C: 0.338 3.456 1.190  -0.09
C: 2.694 2.248 2.546  -0.27
C: -2.695 -4.280 -1.736  -0.93
C: 2.545 -1.221 1.653  -0.48
C: 2.240 0.293 -2.690  -0.12
C: 3.922 -4.289 -2.382  -0.77
C: 1.324 -2.252 3.448  -0.79
C: 2.092 0.675 -4.016  -1.27
C: 2.398 -3.215 -3.918  -0.75
C: 3.494 -2.218 1.681  -0.62
C: -2.614 -5.644 -1.492  -0.55
C: -2.429 -0.024 -0.247  -0.22
C: -2.350 1.287 5.096  -0.81
C: 1.907 -3.277 -1.585  0.72
C: 1.548 -2.898 -2.873  -0.29
C: -0.213 4.486 -0.655  -0.18
C: 3.080 -3.972 -1.323  -0.37
C: -3.024 -0.717 3.944  -1.02
C: 2.263 -3.281 3.463  -1.00
C: -0.566 -3.991 -0.712  0.55
C: 3.579 -3.910 -3.671  -0.56
C: 1.825 1.358 3.180  1.75
C: -0.469 -5.350 -0.448  -0.33
C: -1.866 -0.672 3.188  -0.64
C: -0.938 0.352 3.390  0.77
C: 3.907 2.576 4.598  -0.76
C: 0.993 1.515 -4.010  -0.18
C: -1.663 -3.436 -1.348  -0.18
C: -3.518 0.443 -0.971  -1.53
C: 3.728 2.848 3.250  -1.04
C: 3.060 1.683 5.238  -0.90
C: -2.991 1.406 -1.814  -0.22
C: 0.034 4.709 0.684  -1.46
B: -0.592 2.442 -2.158  -0.01
H: -3.421 -6.295 -1.800  0.43
H: -1.447 -7.241 -0.655  0.44
H: -0.473 2.132 4.517  0.42
H: 0.545 3.206 2.212  0.55
H: -3.562 -3.870 -2.236  0.46
H: 2.569 2.498 1.500  0.25
H: 2.136 -2.935 -4.929  0.51
H: -3.458 2.026 -2.560  0.49
H: -1.663 -1.452 2.465  0.63
H: 1.406 0.352 5.042  0.47
H: 4.708 3.053 5.146  0.44
H: 4.837 -4.836 -2.200  0.46
H: 2.706 0.400 -4.855  0.50
H: -4.174 0.233 5.484  0.44
H: -2.542 2.052 5.836  0.48
H: -0.534 5.154 -1.436  0.49
H: 4.084 -4.046 2.637  0.48
H: 0.395 -5.761 0.061  0.47
H: 2.153 -4.098 4.163  0.52
H: 3.324 -4.274 -0.312  0.45
H: 3.151 0.627 0.956  0.19
H: 0.490 -2.256 4.140  0.61
H: -1.048 3.198 -2.957  -0.07
H: 0.521 2.069 -4.805  0.52
H: 2.997 -0.346 -2.265  0.44
H: -0.025 5.636 1.225  0.51
H: 4.389 3.538 2.743  0.51
H: 0.618 -2.370 -3.048  0.40
H: 3.199 1.455 6.286  0.49
H: -4.543 0.127 -0.896  0.53
H: -2.379 -0.791 0.503  0.73
H: 3.058 -0.541 -0.185  0.24
H: -3.737 -1.518 3.796  0.50
H: 4.232 -4.164 -4.495  0.43
H: 4.337 -2.200 1.000  0.59
H: -1.708 -2.373 -1.539  0.26

Computed properties:
- energy above the lowest of the compared OMol25 structures with the same formula, charge and spin (kJ/mol) = 108.48
- LUMO level (eV) = -4.915
- charge = +2
- gap between HOMO and LUMO (eV) = 9.186


2.
One molecule with the formula C3H5FN2, computed with ωB97M-V/def2-TZVPD.

Last column: Mulliken charge in e.
CARTESIAN COORDINATES (ANGSTROEM)
F: -2.639 -0.354 -0.340  -0.27
N: 0.693 0.422 0.041  -0.29
N: 1.773 -0.407 0.288  -0.39
C: -1.730 0.473 0.231  -0.04
C: -0.409 -0.251 0.130  -0.23
C: 2.798 0.060 -0.289  -0.28
H: -1.997 0.683 1.270  0.19
H: -1.712 1.410 -0.392  0.20
H: 2.767 1.050 -0.717  0.34
H: -0.277 -1.310 0.263  0.51
H: 3.749 -0.429 -0.096  0.27

Computed properties:
- structure (SMILES) = C=N/N=C/CF
- energy above the lowest of the compared OMol25 structures with the same formula, charge and spin (kJ/mol) = 167.09
- LUMO level (eV) = 0.492
- charge = 0
- gap between HOMO and LUMO (eV) = 10.370


3.
C38H41N4O8S4Sr as an isolated structure, computed with ωB97M-V/def2-TZVPD.

Last column: Mulliken charge in e.
CARTESIAN COORDINATES (ANGSTROEM)
Sr: -0.044 -0.278 -0.137  1.97
S: -0.917 -7.039 2.888  -0.19
S: -3.371 0.669 0.881  0.16
S: 2.747 2.807 -2.732  -0.53
S: 3.782 -1.846 -6.488  -0.20
O: 2.032 -0.131 0.191  -0.75
O: -1.351 0.946 3.676  -0.54
O: -1.915 -1.228 -2.352  0.72
O: 0.524 1.980 0.826  -0.18
O: -1.346 1.571 -1.678  0.04
O: -2.171 -0.196 0.794  0.01
O: 3.913 1.018 0.468  -1.03
O: -0.028 -0.218 2.327  -0.47
N: 4.752 3.149 -1.002  0.06
N: 1.143 -1.507 -2.056  1.48
N: 4.176 4.955 -2.115  -0.14
N: -0.050 -2.753 0.112  1.18
C: -0.387 2.123 1.867  -0.69
C: 4.050 0.696 -6.521  -0.68
C: -4.224 0.133 2.421  -1.24
C: -4.461 -1.362 -0.671  0.01
C: -5.374 -1.856 -1.587  -0.63
C: -0.558 2.585 -2.277  -0.97
C: -1.937 -6.947 4.259  -0.36
C: -0.463 -4.724 1.435  0.63
C: -5.626 0.751 -0.668  -0.12
C: 1.742 -5.601 -1.435  -1.13
C: 2.285 -5.005 -2.518  -1.15
C: 2.525 -1.613 -4.030  0.91
C: -4.595 -0.061 -0.227  -0.18
C: 2.085 -3.615 -2.762  0.83
C: 0.333 -5.467 0.576  -0.74
C: -2.400 -5.685 4.473  -0.57
C: -2.373 1.103 -2.521  0.08
C: 3.381 0.409 -5.318  0.14
C: -6.401 -1.048 -2.050  -0.53
C: 3.925 3.638 -1.926  0.12
C: -0.556 0.821 2.616  0.58
C: 2.653 -2.984 -3.870  -0.91
C: -1.930 -4.768 3.515  -0.41
C: 4.324 -0.417 -7.254  -0.35
C: -0.612 -3.351 1.134  -1.15
C: -2.020 -0.173 -3.283  -0.79
C: 3.152 -0.931 -5.136  0.26
C: 0.931 -4.858 -0.528  0.59
C: 5.328 5.399 -1.358  -0.47
C: 1.316 -2.829 -1.866  -1.11
C: 1.886 2.009 1.234  -0.28
C: -6.535 0.251 -1.584  -0.77
C: 2.702 0.856 0.549  0.15
C: -1.111 -5.336 2.571  0.43
C: 1.748 -0.926 -3.063  -1.18
C: 0.712 -3.471 -0.733  -0.74
C: 5.631 4.171 -0.473  -0.54
C: -1.872 -2.491 -2.970  -1.18
H: 5.410 4.359 0.582  0.28
H: -1.076 -0.055 -3.835  0.14
H: -2.187 -3.725 3.529  0.43
H: 4.813 -0.488 -8.206  0.45
H: -2.139 -7.835 4.826  0.46
H: -3.057 -5.420 5.283  0.38
H: -2.796 -2.680 -3.533  0.46
H: -5.701 1.768 -0.312  0.49
H: 3.846 5.446 -2.928  0.24
H: -5.283 -2.872 -1.937  0.51
H: -5.242 0.505 2.397  0.47
H: -3.690 0.560 3.262  0.41
H: -1.769 -3.227 -2.177  0.23
H: -7.337 0.881 -1.936  0.43
H: 3.217 -3.568 -4.584  0.45
H: -1.018 -2.580 -3.650  0.25
H: -3.225 0.862 -1.882  -0.58
H: 2.332 2.982 0.997  0.29
H: -1.386 0.106 4.166  0.42
H: 5.079 6.287 -0.768  0.29
H: -1.221 -2.719 1.764  0.20
H: 2.906 -5.556 -3.207  0.48
H: -7.100 -1.428 -2.779  0.42
H: -2.674 1.880 -3.234  0.58
H: 4.317 1.691 -6.827  0.41
H: 0.188 2.893 -1.549  0.13
H: 0.497 -6.519 0.754  0.49
H: -1.187 3.443 -2.547  0.32
H: 6.169 5.644 -2.017  0.29
H: 6.671 3.845 -0.553  0.32
H: -1.357 2.395 1.437  0.32
H: 1.630 0.147 -3.137  -0.01
H: -2.834 -0.383 -3.994  0.51
H: 1.915 -6.645 -1.228  0.48
H: -4.213 -0.951 2.472  0.33
H: -0.096 2.903 2.585  0.53
H: 1.984 1.830 2.308  0.47
H: -3.632 -1.958 -0.323  0.18
H: 4.580 2.274 -0.500  0.23
H: 3.112 1.160 -4.598  -0.03
H: -0.035 2.231 -3.168  0.40

Computed properties:
- energy above the lowest of the compared OMol25 structures with the same formula, charge and spin (kJ/mol) = 144.33
- LUMO level (eV) = -2.592
- charge = +1
- gap between HOMO and LUMO (eV) = 7.198


4.
C3H10N4 as an isolated structure, computed with ωB97M-V/def2-TZVPD.

Last column: Mulliken charge in e.
CARTESIAN COORDINATES (ANGSTROEM)
N: -2.856 -0.355 0.731  -0.80
N: 0.740 0.406 0.480  -0.38
N: 2.543 0.220 -1.094  -0.42
N: -1.012 -1.682 0.481  -0.43
C: -0.647 0.724 0.601  -0.33
C: -1.585 -0.441 0.665  0.38
C: 1.155 0.196 -0.859  -0.38
H: 0.222 1.099 -1.413  0.08
H: 1.318 1.110 0.927  0.27
H: 2.931 -0.688 -1.306  0.23
H: -3.180 0.609 0.745  0.23
H: 2.991 1.111 -0.927  0.21
H: 0.667 -0.682 -1.274  0.35
H: -0.079 -1.793 0.848  0.23
H: -0.813 1.403 1.436  0.36
H: -1.641 -2.454 0.636  0.28
H: -0.753 1.215 -0.677  0.12

Computed properties:
- energy above the lowest of the compared OMol25 structures with the same formula, charge and spin (kJ/mol) = 224.00
- LUMO level (eV) = 0.918
- charge = 0
- gap between HOMO and LUMO (eV) = 9.838


5.
One molecule with the formula C19H22ClNO2, computed with ωB97M-V/def2-TZVPD.

Last column: Mulliken charge in e.
CARTESIAN COORDINATES (ANGSTROEM)
Cl: -6.445 0.075 -0.684  -0.23
O: 0.100 0.243 0.887  -0.24
O: 1.884 -2.930 0.226  -0.61
N: -0.868 -2.624 0.220  -0.30
C: 2.269 -0.254 -2.022  -0.15
C: -0.663 2.579 0.813  -1.49
C: -1.958 -0.136 -0.392  -0.45
C: 0.510 1.602 0.888  0.99
C: -2.735 -0.067 0.755  0.31
C: -0.034 -1.717 -0.541  -0.20
C: 4.112 1.195 -1.504  -0.47
C: -2.586 -0.136 -1.632  -0.27
C: -4.113 0.000 0.673  -1.06
C: -4.721 -0.007 -0.571  0.39
C: 1.471 -1.930 -0.313  -0.23
C: -0.449 -0.233 -0.322  -0.41
C: 3.390 -0.437 0.096  -0.50
C: 4.241 0.592 -0.263  -0.60
C: 2.383 -0.852 -0.770  0.79
C: -0.669 -2.614 1.663  -0.72
C: 1.311 1.804 2.169  -1.57
C: -3.963 -0.074 -1.729  -0.99
C: 3.137 0.760 -2.387  -0.73
H: -4.447 -0.075 -2.693  0.44
H: 0.225 -3.159 1.983  0.31
H: -1.545 -3.071 2.123  0.31
H: 3.484 -0.925 1.055  0.55
H: 5.009 0.921 0.421  0.42
H: -0.727 -3.569 -0.121  0.36
H: -1.994 -0.182 -2.535  0.42
H: -0.287 3.599 0.828  0.50
H: 3.051 1.215 -3.363  0.41
H: -0.024 0.351 -1.154  0.78
H: -1.326 2.436 1.662  0.31
H: 1.525 -0.602 -2.724  0.47
H: 0.670 1.645 3.032  0.36
H: -4.714 0.054 1.568  0.42
H: 1.714 2.812 2.203  0.41
H: 1.167 1.771 0.016  0.03
H: -0.224 -1.937 -1.602  0.60
H: 2.130 1.091 2.208  0.30
H: -0.580 -1.586 2.000  0.17
H: 4.778 1.997 -1.788  0.41
H: -1.236 2.432 -0.100  0.33
H: -2.254 -0.059 1.719  0.43

Computed properties:
- structure (SMILES) = CN[C@H](C(=O)c1ccccc1)[C@H](OC(C)C)c1ccc(Cl)cc1
- energy above the lowest of the compared OMol25 structures with the same formula, charge and spin (kJ/mol) = 113.21
- LUMO level (eV) = 0.494
- charge = 0
- gap between HOMO and LUMO (eV) = 9.168


6.
One molecule with the formula C4H6N8, computed with ωB97M-V/def2-TZVPD.

Last column: Mulliken charge in e.
CARTESIAN COORDINATES (ANGSTROEM)
N: 0.127 2.713 -0.832  -0.32
N: 2.709 -0.291 0.922  -0.38
N: 0.711 -1.171 0.426  0.60
N: -0.798 1.043 -1.866  -0.25
N: 1.176 -1.553 1.691  -0.41
N: -0.924 0.956 -0.522  0.47
N: 2.261 -1.016 1.975  -0.29
N: -0.168 2.127 -2.014  -0.36
C: -0.490 -1.486 -0.192  -0.58
C: 1.679 -0.374 -0.021  -0.32
C: -1.507 -0.334 0.043  -0.63
C: -0.290 1.890 0.128  0.13
H: 1.619 0.145 -0.866  0.69
H: -0.471 -1.549 -1.285  0.38
H: -2.510 -0.642 -0.548  0.29
H: -0.327 2.190 1.277  0.32
H: -1.859 -0.148 1.242  0.31
H: -0.939 -2.502 0.440  0.34

Computed properties:
- structure (SMILES) = c1nnnn1CCn1cnnn1
- energy above the lowest of the compared OMol25 structures with the same formula, charge and spin (kJ/mol) = 478.17
- LUMO level (eV) = 0.252
- charge = 0
- gap between HOMO and LUMO (eV) = 11.073


7.
C26H32N11NaO2PS3 as an isolated structure, computed with ωB97M-V/def2-TZVPD.

Last column: Mulliken charge in e.
CARTESIAN COORDINATES (ANGSTROEM)
S: -3.592 -3.805 1.539  -0.07
S: -3.284 2.009 0.360  -0.43
S: -4.179 -1.343 -0.053  0.05
P: 0.068 1.489 -3.230  0.01
Na: -0.883 0.670 1.191  0.80
O: 0.131 -0.752 2.741  -0.88
O: 2.253 -1.242 3.985  -0.81
N: 0.227 -3.433 0.516  0.16
N: -1.559 -0.715 -2.624  0.52
N: -1.366 3.886 -0.308  -1.39
N: -1.480 -2.405 2.539  -0.77
N: -0.473 2.918 0.014  0.81
N: -2.498 0.893 -4.211  0.10
N: -0.699 -0.625 -4.919  0.02
N: 1.145 -2.712 -1.360  -0.20
N: 1.430 0.992 0.491  0.10
N: -2.150 -1.554 1.662  -0.01
N: -3.518 4.531 -0.379  -0.45
C: -1.908 0.106 -5.287  -0.93
C: 2.359 0.055 0.645  -0.08
C: -0.062 -4.053 4.283  -0.40
C: 0.402 0.299 -4.626  -0.87
C: 2.466 -3.294 5.116  -0.66
C: 1.571 -3.680 0.629  -0.17
C: 1.711 -2.422 4.326  0.40
C: -2.624 3.519 -0.134  0.41
C: -2.747 0.007 -3.071  -0.86
C: -1.623 2.007 -3.824  -0.61
C: -4.894 -3.913 0.281  -0.59
C: 0.428 -2.805 3.899  0.47
C: -3.150 -2.131 1.135  -0.09
C: -0.995 -1.454 -3.748  -1.00
C: -0.579 0.207 -2.038  0.68
C: 4.059 1.444 -0.270  -0.39
C: 1.786 2.164 -0.054  1.12
C: 0.026 -2.838 -0.681  -0.41
C: -5.521 -2.541 0.133  -0.69
C: 3.687 0.229 0.281  -1.28
C: 0.743 3.170 -0.278  -1.06
C: -0.365 -1.891 3.016  0.89
C: 0.686 -4.914 5.065  -0.86
C: 2.116 -3.250 -0.548  -0.91
C: 3.098 2.425 -0.442  -0.87
C: 1.958 -4.525 5.479  -0.32
H: 2.557 -5.190 6.090  0.37
H: -1.054 -4.327 3.949  0.42
H: -1.679 0.766 -6.128  0.39
H: -1.069 0.758 -1.229  -0.82
H: -6.146 -2.474 -0.758  0.39
H: 3.148 -3.286 -0.856  0.48
H: -4.462 -4.241 -0.665  0.26
H: -5.623 -4.653 0.616  0.37
H: 1.561 -0.806 3.405  0.29
H: 2.001 -4.118 1.513  0.45
H: -3.497 -0.730 -3.374  0.19
H: 0.284 -5.877 5.354  0.40
H: -3.159 5.317 -0.898  0.24
H: -1.723 -2.212 -4.052  0.31
H: 1.022 4.109 -0.757  0.18
H: -0.455 -3.456 1.271  0.28
H: -3.140 0.595 -2.239  0.21
H: -4.468 4.248 -0.536  0.22
H: 5.085 1.625 -0.568  0.41
H: 4.397 -0.572 0.431  0.47
H: 0.259 -0.363 -1.634  0.40
H: 3.453 -2.974 5.425  0.42
H: -2.653 -0.626 -5.614  0.32
H: -0.079 -1.951 -3.422  0.44
H: -2.102 2.572 -3.019  0.24
H: 2.025 -0.880 1.080  0.79
H: 3.343 3.382 -0.884  0.41
H: -6.121 -2.291 1.010  0.28
H: -0.950 -2.496 -0.999  0.40
H: -1.514 2.683 -4.678  0.45
H: 0.634 0.871 -5.530  0.43
H: 1.292 -0.284 -4.375  0.44

Computed properties:
- energy above the lowest of the compared OMol25 structures with the same formula, charge and spin (kJ/mol) = 0.00
- LUMO level (eV) = 2.169
- charge = -1
- gap between HOMO and LUMO (eV) = 6.872


8.
An isolated ion of composition C9H13N2O2S and charge +1, computed with ωB97M-V/def2-TZVPD.

Last column: Mulliken charge in e.
CARTESIAN COORDINATES (ANGSTROEM)
S: -2.686 2.970 -0.265  1.07
O: -2.382 4.177 0.457  -0.42
O: -3.955 2.829 -0.883  -0.44
N: 0.580 0.650 0.237  -0.12
N: -0.974 -0.506 -1.023  -0.48
C: 1.023 -1.672 -0.278  -0.01
C: -1.636 1.635 -0.258  -0.10
C: -0.231 1.888 0.260  0.09
C: 0.594 2.842 -0.631  -1.28
C: 1.202 -3.416 0.981  -0.61
C: 0.193 -0.419 -0.404  -0.03
C: 1.586 -1.942 1.159  -0.67
C: -1.859 0.462 -0.998  -0.05
C: 0.174 -2.959 -0.034  -0.65
H: 0.521 2.428 -1.714  0.32
H: -0.068 -3.583 -0.922  0.37
H: -0.049 2.212 1.383  0.24
H: -0.748 -2.789 0.489  0.27
H: 0.343 3.821 -0.792  0.45
H: 1.667 -1.819 -1.032  0.63
H: 1.563 3.029 -0.159  0.45
H: 2.655 -1.790 1.244  0.30
H: 1.010 -1.263 1.777  0.35
H: 0.914 -3.823 1.876  0.36
H: -2.900 0.375 -1.507  0.37
H: 1.931 -4.227 0.566  0.25
H: 1.531 0.890 0.472  0.34

Computed properties:
- structure (SMILES) = C[C@@H]1[NH+]=C(C2CCC2)N=CC1=S(=O)=O
- energy above the lowest of the compared OMol25 structures with the same formula, charge and spin (kJ/mol) = 463.03
- LUMO level (spin up / spin down) (eV) = -5.888 / -5.889
- charge = +1
- gap between HOMO and LUMO (spin up / spin down) (eV) = 7.849 / 7.848